Formula: C2H5ISi
Source: the Open Molecules 2025 dataset
Level of theory: ωB97M-V/def2-TZVPD

Cartesian coordinates (Å):
C  1.436  1.685  0.203
C  1.410  0.453  -0.178
Si  -1.417  -1.660  0.084
I  -2.987  0.175  -0.018
H  2.213  2.306  -0.012
H  0.744  2.111  0.801
H  2.134  -0.082  -0.766
H  -2.035  -2.624  0.986
H  -1.498  -2.364  -1.100

Computed properties:
- HOMO-LUMO gap (spin up / spin down): 0.2904 / 0.2915 Ha
- Energy relative to the best compared isomer or geometry (same formula, charge and spin): 94.4 kcal per mole
- Total energy: -18128.814 eV


Formula: C2H5InO
Source: the Open Molecules 2025 dataset
Level of theory: ωB97M-V/def2-TZVPD

Cartesian coordinates (Å):
In  2.975  2.845  1.075
C  -0.465  -1.062  -0.426
C  -0.248  0.318  0.169
O  0.939  0.842  0.090
H  -1.492  -1.418  -0.324
H  0.179  -1.841  -0.004
H  -0.295  -1.072  -1.517
H  -0.703  0.247  1.204
H  -0.888  1.141  -0.268

Computed properties:
- HOMO-LUMO gap: 0.2087 Ha
- Energy relative to the best compared isomer or geometry (same formula, charge and spin): 14.9 kcal per mole
- Total energy: -9352.016 eV
- Total charge: +2


Formula: C2H5IrO3
Source: the Open Molecules 2025 dataset
Level of theory: ωB97M-V/def2-TZVPD

Cartesian coordinates (Å):
H  1.503  1.720  1.506
O  -0.318  0.866  1.534
O  -1.468  0.692  0.968
C  0.611  1.702  0.869
H  0.035  2.586  0.587
Ir  -1.896  -1.065  0.426
O  -0.952  -1.924  -0.922
C  0.129  -1.769  -1.503
H  0.263  -2.278  -2.473
H  1.053  1.191  -0.111
H  1.041  -1.720  -0.882

Computed properties:
- HOMO-LUMO gap (spin up / spin down): 0.3674 / 0.2782 Ha
- Total energy: -11085.984 eV
- Total charge: +3
- Multiplicity: 6


Formula: C2H5KLiO2
Source: the Open Molecules 2025 dataset
Level of theory: ωB97M-V/def2-TZVPD

Cartesian coordinates (Å):
H  -4.634  1.291  -2.805
Li  -1.987  0.803  -1.188
O  -0.812  -0.157  -0.023
C  0.380  0.513  0.229
C  1.521  -0.385  0.742
O  2.620  0.360  1.007
K  -0.767  -2.462  0.184
H  0.176  1.233  1.057
H  0.817  0.953  -0.701
H  1.641  -1.160  -0.082
H  1.045  -0.989  1.580

Computed properties:
- HOMO-LUMO gap: 0.1530 Ha
- Energy relative to the best compared isomer or geometry (same formula, charge and spin): 0.0 kcal per mole
- Total energy: -22777.541 eV
- Total charge: -1


Formula: C2H5N
Source: the Open Molecules 2025 dataset
Level of theory: ωB97M-V/def2-TZVPD

Cartesian coordinates (Å):
H  2.246  -0.312  -0.011
N  1.472  0.323  -0.107
C  0.405  -0.347  0.029
C  -0.922  0.386  -0.061
H  0.477  -1.345  0.352
H  -1.427  -0.157  0.732
H  -1.441  0.048  -0.862
H  -0.810  1.404  -0.072

Computed properties:
- HOMO-LUMO gap: 0.4122 Ha
- Energy relative to the best compared isomer or geometry (same formula, charge and spin): 10.5 kcal per mole
- Total energy: -3644.061 eV
- SMILES string: [H]/N=C/C


Formula: C2H5N
Source: the Open Molecules 2025 dataset
Level of theory: ωB97M-V/def2-TZVPD

Cartesian coordinates (Å):
C  0.631  -0.548  -0.063
C  -0.080  0.509  -0.756
N  0.235  -1.764  -0.128
H  1.544  -0.194  0.456
H  -1.585  0.709  1.398
H  -0.868  0.369  -1.525
H  0.261  1.572  -0.770
H  0.779  -2.474  0.325

Computed properties:
- HOMO-LUMO gap (spin up / spin down): 0.3366 / 0.3271 Ha
- Energy relative to the best compared isomer or geometry (same formula, charge and spin): 99.0 kcal per mole
- Total energy: -3640.220 eV


Formula: C2H5N2O2
Source: the Open Molecules 2025 dataset
Level of theory: ωB97M-V/def2-TZVPD

Cartesian coordinates (Å):
C  1.942  0.107  -0.295
C  0.643  0.397  -0.046
O  0.043  1.693  -0.032
N  -0.136  -0.786  0.229
N  -1.518  -0.680  -0.315
O  -2.101  0.486  0.097
H  2.589  0.827  -0.475
H  2.295  -0.869  -0.460
H  -0.317  -0.998  1.146
H  -2.158  -1.334  0.076
H  -1.282  1.156  0.074

Computed properties:
- HOMO-LUMO gap: 0.2902 Ha
- Energy relative to the best compared isomer or geometry (same formula, charge and spin): 114.1 kcal per mole
- Total energy: -9227.214 eV
- Total charge: -1
- SMILES string: C=C([O-])NNO


Formula: C2H5N2O2
Source: the Open Molecules 2025 dataset
Level of theory: ωB97M-V/def2-TZVPD

Cartesian coordinates (Å):
N  1.126  -0.117  -0.366
C  0.933  0.058  -1.677
N  1.844  -0.105  -2.584
H  2.024  -0.423  -0.042
H  0.370  0.032  0.312
H  -0.112  0.197  -1.957
H  1.365  -0.062  -3.483
O  -0.343  0.457  1.995
C  -1.546  0.296  1.667
O  -2.056  -0.623  0.998
H  -2.261  1.093  2.012

Computed properties:
- HOMO-LUMO gap: 0.3236 Ha
- Energy relative to the best compared isomer or geometry (same formula, charge and spin): 3.8 kcal per mole
- Total energy: -9231.997 eV
- Total charge: -1


Formula: C2H5N2O2P
Source: the Open Molecules 2025 dataset
Level of theory: ωB97M-V/def2-TZVPD

Cartesian coordinates (Å):
N  2.023  1.056  -0.173
N  0.743  0.664  -0.480
O  0.643  -0.799  -0.110
C  -0.637  -1.214  -0.099
C  -1.630  -0.108  -0.027
O  -2.837  -0.345  -0.081
P  -0.666  1.580  0.130
H  2.668  0.794  -0.960
H  2.224  0.673  0.682
H  -0.923  -2.032  0.709
H  -0.824  -1.733  -1.087
H  -0.784  1.464  1.496

Computed properties:
- HOMO-LUMO gap: 0.3670 Ha
- Energy relative to the best compared isomer or geometry (same formula, charge and spin): 96.2 kcal per mole
- Total energy: -18515.081 eV
- SMILES string: NN1OCC(=O)P1


Formula: C2H5N2O2P
Source: the Open Molecules 2025 dataset
Level of theory: ωB97M-V/def2-TZVPD

Cartesian coordinates (Å):
C  0.473  0.251  1.450
C  0.684  1.268  0.301
N  0.377  -0.818  -0.814
N  -0.737  -1.264  -1.481
O  0.649  0.448  2.624
O  0.373  0.607  -0.873
P  0.055  -1.359  0.857
H  0.066  2.159  0.515
H  1.784  1.549  0.477
H  -0.541  -1.340  -2.493
H  -1.476  -0.573  -1.365
H  -1.707  -0.928  0.800

Computed properties:
- HOMO-LUMO gap: 0.3268 Ha
- Energy relative to the best compared isomer or geometry (same formula, charge and spin): 110.5 kcal per mole
- Total energy: -18514.463 eV


Formula: C2H5N2OP
Source: the Open Molecules 2025 dataset
Level of theory: ωB97M-V/def2-TZVPD

Cartesian coordinates (Å):
C  -0.910  1.047  0.197
C  0.400  1.341  0.177
P  1.567  0.025  0.192
N  0.482  -1.347  -0.296
N  -0.747  -1.244  0.347
O  -1.537  -0.160  -0.064
H  -1.628  1.851  0.117
H  0.758  2.432  0.250
H  2.214  0.346  -1.061
H  0.806  -2.234  -0.023
H  -1.404  -2.057  0.163

Computed properties:
- HOMO-LUMO gap: 0.3229 Ha
- Energy relative to the best compared isomer or geometry (same formula, charge and spin): 96.9 kcal per mole
- Total energy: -16467.185 eV
- SMILES string: c1c[pH][nH][nH]o1


Formula: C2H5N2S
Source: the Open Molecules 2025 dataset
Level of theory: ωB97M-V/def2-TZVPD

Cartesian coordinates (Å):
C  0.553  -0.849  0.009
C  1.992  -0.922  0.125
N  -0.281  -1.711  -0.038
N  -0.105  1.110  -0.026
S  2.938  0.376  -0.012
H  2.218  -2.014  -0.026
H  -1.263  -2.031  0.091
H  0.946  1.408  0.164
H  -0.694  1.150  0.778
H  -0.475  1.493  -0.911

Computed properties:
- HOMO-LUMO gap: 0.2926 Ha
- Energy relative to the best compared isomer or geometry (same formula, charge and spin): 51.7 kcal per mole
- Total energy: -15960.694 eV
- Total charge: +1